The following is a quantum chemistry calculation of a structure of composition C18H35AlBeBrClLi3MgN2NaO10P in a non-equilibrium geometry, from the OMol25 dataset.

Output
ΔE to the lowest compared entry with this formula, charge and spin: 6.574 eV
LUMO: -6.2 eV
Highest occupied orbital energy: -9.00 eV
Frontier orbital gap: 2.8463 eV

The geometry in ORCA input format:
```
! wB97M-V def2-TZVPD RIJCOSX def2/J DEFGRID3
* xyz 1 1
C 3.675 -3.092 2.280
C 2.872 -1.824 3.016
N 3.604 -0.710 3.375
C 1.271 -2.048 3.285
Al 0.067 -0.650 2.299
C 0.287 -0.995 0.277
C -0.895 -0.337 -0.649
C -0.493 -0.083 -2.217
C 0.977 0.601 -2.458
N 0.985 1.322 -3.820
C 2.212 0.776 -4.574
C 1.142 2.836 -3.607
C -0.239 3.745 -3.379
O 2.382 3.333 -3.592
C 0.710 1.194 2.926
C 0.076 2.469 2.111
O -1.100 3.039 2.787
C -0.753 4.169 3.662
C -1.830 5.449 3.653
O 0.321 4.217 4.480
C -1.864 -1.120 2.816
C -2.896 0.152 2.882
C -3.051 0.571 4.460
O -2.019 0.473 5.342
O -4.336 1.036 5.054
H 4.459 -3.471 3.069
H 4.139 -2.698 1.280
H 2.889 -3.965 2.114
H 4.594 -0.875 3.064
H 0.943 -1.994 4.408
H 0.940 -3.092 2.826
H 1.379 -0.700 -0.022
H 0.200 -2.178 0.137
H -1.222 0.674 -0.158
H -1.804 -1.099 -0.626
H -1.305 0.676 -2.651
H -0.614 -1.065 -2.879
H 1.286 1.391 -1.650
H 1.758 -0.293 -2.565
H 1.914 -0.311 -4.944
H 2.446 1.464 -5.521
H 3.186 0.763 -3.896
H -1.141 3.352 -4.035
H -0.491 3.643 -2.228
H -0.077 4.886 -3.677
H 1.886 1.225 2.722
H 0.584 1.400 4.075
H 0.895 3.335 2.057
H -0.214 2.222 0.999
H -2.048 5.781 4.760
H -1.362 6.310 3.013
H -2.841 5.033 3.172
H -2.265 -1.894 2.013
H -1.824 -1.700 3.858
H -3.965 -0.254 2.541
H -2.643 1.032 2.154
H -4.856 1.520 4.331
Li -1.753 7.272 5.730
Cl -1.799 4.811 -2.102
Be -0.158 -3.051 -1.587
O 1.130 -6.590 -5.262
P 0.482 -6.720 -3.875
O 1.005 -7.988 -3.180
O -1.045 -6.814 -4.030
O 0.835 -5.488 -3.026
Na -2.171 4.478 6.015
Li 2.198 -2.631 -1.561
Li 2.588 3.916 -1.467
C -1.820 -5.111 -6.925
O -0.790 -4.425 -6.452
H -2.803 -4.611 -6.927
H -1.762 -5.451 -7.973
H -2.073 -6.057 -6.417
Mg 0.651 -3.675 -5.602
Br 1.355 4.499 6.493
*
```